Entry 1:
Formula: C40H80Li3O14P
Source: the OMol25 dataset
Level of theory: wB97M-V/def2-TZVPD

XYZ file:
```
138
Properties=species:S:1:pos:R:3:forces:R:3:mulliken_charge:R:1
Li 2.96587 -1.69845 -44.82979 0.0 1.3 1.9 0.80
Li 6.30636 0.27715 -41.30950 -1.9 0.1 -0.2 0.86
Li -0.89985 0.90202 -42.16737 1.9 -0.2 0.1 0.87
P 2.74694 0.47075 -41.97657 -0.8 -0.6 -0.4 0.74
O 1.90050 1.76763 -42.07591 0.2 0.6 0.6 -0.77
O 1.67907 -0.59349 -42.41195 -1.0 -1.8 -0.5 -0.90
O 3.45083 0.13163 -40.63531 0.2 0.5 0.1 -0.76
O 3.87339 0.35596 -43.05069 1.5 -0.1 -1.4 -0.86
C 2.70204 4.40798 -46.91437 1.0 -0.3 -0.3 -0.40
C 3.07671 5.07351 -48.21811 1.2 -0.3 -1.4 -0.50
C 1.97050 6.02505 -48.55453 -0.3 0.3 0.3 -0.43
O 1.62230 6.52982 -47.28497 -0.2 -0.7 1.3 -0.42
C 1.80594 5.43244 -46.32932 -1.0 1.1 0.6 -0.36
H 3.63914 4.31226 -46.36594 -0.3 -0.4 0.3 0.19
H 2.15983 3.46246 -46.92452 0.4 -0.1 -0.5 0.26
H 3.34897 4.39276 -49.02468 -0.1 -0.1 -0.1 0.35
H 3.95687 5.68427 -48.01710 0.2 0.0 -0.1 0.23
H 1.14083 5.50995 -49.03870 -0.4 -0.1 -0.1 0.25
H 2.22261 6.91168 -49.13627 0.3 -0.3 -0.3 0.31
H 0.85927 4.92336 -46.14834 -0.4 0.6 0.3 0.23
H 2.22646 5.81648 -45.39992 -0.4 0.4 -0.1 0.29
C 10.55898 -0.98420 -37.82875 -0.1 -0.3 -0.8 -0.50
C 11.55114 -1.18923 -38.99344 0.4 -0.6 0.3 -0.53
C 10.68086 -1.36179 -40.24900 0.6 -1.1 0.6 -0.47
O 9.35494 -1.20169 -39.80636 -1.7 0.6 -0.1 -0.37
C 9.25018 -1.56071 -38.41871 1.3 0.7 0.3 -0.48
H 10.42296 0.08349 -37.65661 0.0 -0.1 0.3 0.25
H 10.85504 -1.52134 -36.92769 0.1 0.3 0.0 0.31
H 12.05629 -2.14007 -38.82365 0.2 0.0 0.0 0.26
H 12.33123 -0.43416 -39.09067 -0.2 0.1 0.1 0.32
H 10.78296 -2.38493 -40.61073 0.1 -0.3 0.0 0.26
H 10.99113 -0.77745 -41.11525 -0.7 0.7 0.3 0.31
H 9.15910 -2.63744 -38.27570 0.2 -0.2 -0.2 0.29
H 8.41502 -1.10901 -37.88340 -0.3 0.2 -0.8 0.34
C 5.89222 -6.53851 -42.85075 1.0 -1.9 1.0 -0.62
C 4.42303 -6.96498 -42.76559 0.4 0.7 0.0 -0.46
C 3.81365 -5.57008 -42.81918 -1.3 -0.5 -0.2 -0.48
O 4.57978 -4.86191 -43.77409 0.2 0.4 -0.6 -0.36
C 5.93060 -5.31250 -43.70838 0.4 0.5 0.4 -0.36
H 6.60168 -7.32284 -43.11457 -0.2 -0.2 -0.8 0.38
H 6.29730 -6.34388 -41.85771 -0.5 0.5 0.3 0.25
H 4.15511 -7.54667 -41.88358 0.1 0.2 0.1 0.33
H 4.07689 -7.51263 -43.64215 0.2 -0.1 -0.1 0.25
H 3.74186 -5.03642 -41.87148 0.4 0.0 0.2 0.32
H 2.79626 -5.64772 -43.20259 -0.1 0.3 -0.1 0.26
H 6.57018 -4.58282 -43.21179 -0.1 0.4 0.0 0.22
H 6.39550 -5.44916 -44.68475 -0.6 -0.2 -0.3 0.29
C 3.29485 -6.36852 -35.41827 2.6 -1.6 -0.7 -0.51
C 2.54937 -5.25030 -36.03050 -0.8 0.3 0.2 -0.41
C 3.32618 -4.02553 -35.53459 -1.4 1.1 -0.1 -0.44
O 4.51249 -4.44596 -34.91336 0.0 0.7 0.5 -0.41
C 4.72575 -5.75012 -35.33739 -0.5 -1.1 0.7 -0.47
H 3.40130 -7.24997 -36.05058 -0.4 -0.1 -0.3 0.29
H 2.97069 -6.77793 -34.46151 -0.1 0.6 0.2 0.28
H 1.52068 -5.31240 -35.67548 -0.1 0.5 -0.4 0.26
H 2.59989 -5.25236 -37.11932 -0.2 -0.3 0.1 0.24
H 2.72925 -3.45814 -34.82056 0.2 0.1 0.2 0.28
H 3.48207 -3.37937 -36.39846 0.5 0.2 0.0 0.29
H 5.32204 -6.29645 -34.60659 0.3 0.2 0.0 0.32
H 5.25088 -5.69719 -36.29109 -0.1 -0.5 -0.4 0.28
C -3.46908 6.35427 -42.55835 1.9 -0.3 0.2 -0.42
C -4.88464 6.76790 -42.21617 0.4 0.2 0.6 -0.44
C -4.97690 6.36866 -40.73765 0.6 -0.7 -0.3 -0.44
O -3.62010 6.45794 -40.22741 -1.0 0.7 1.1 -0.42
C -2.67909 6.08813 -41.19231 -1.5 0.4 -2.1 -0.34
H -2.94977 7.15554 -43.08409 0.0 -0.2 -0.3 0.25
H -3.38775 5.42975 -43.12996 -0.3 0.2 -0.3 0.23
H -5.59617 6.34330 -42.92437 -0.2 -0.1 0.4 0.30
H -4.98653 7.85271 -42.24635 0.0 0.0 -0.2 0.24
H -5.30593 5.33799 -40.60512 -0.1 -0.2 -0.1 0.23
H -5.67124 6.99870 -40.18175 0.5 0.1 0.3 0.33
H -2.39015 5.03858 -41.13708 -0.1 -0.2 0.2 0.20
H -1.77506 6.69653 -41.16685 -0.1 0.1 0.5 0.28
C -3.95761 -0.39394 -46.64538 2.0 0.4 -0.4 -0.48
C -5.22726 -0.35578 -45.90113 -2.5 0.9 0.9 -0.39
C -5.04590 0.56895 -44.68584 1.3 -0.2 0.5 -0.50
O -3.63147 0.61733 -44.52095 1.0 -0.3 0.0 -0.35
C -3.05944 0.59653 -45.84227 -0.4 -0.1 0.7 -0.48
H -3.99755 -0.07599 -47.68722 -0.3 0.0 0.0 0.31
H -3.63308 -1.43446 -46.65470 0.7 0.2 0.1 0.22
H -5.50212 -1.33905 -45.51937 -0.3 0.1 -0.3 0.28
H -6.01080 0.10292 -46.50426 -0.4 -0.6 -0.1 0.25
H -5.39746 0.16961 -43.73451 -0.4 -0.1 -0.2 0.23
H -5.38850 1.60018 -44.77110 -0.4 0.0 -0.5 0.29
H -1.99607 0.37537 -45.75044 -0.1 -0.3 0.0 0.32
H -3.13540 1.62669 -46.19025 -0.1 0.0 -0.6 0.29
C 7.99672 5.69605 -40.32209 0.3 1.3 -0.2 -0.51
C 9.37765 5.62081 -41.00457 -0.3 -1.3 0.4 -0.60
C 9.48378 4.08082 -41.31262 -0.6 1.4 0.9 -0.46
O 8.13614 3.58619 -41.14453 0.3 -0.8 -0.7 -0.32
C 7.22599 4.68503 -41.12073 0.1 0.1 0.2 -0.49
H 7.57543 6.70086 -40.35288 -0.1 0.1 -0.3 0.33
H 8.00935 5.45731 -39.25862 0.2 -0.4 -0.1 0.26
H 10.22366 5.94213 -40.39703 -0.1 0.3 -0.1 0.31
H 9.34722 6.10761 -41.97934 0.1 0.4 0.3 0.28
H 10.10738 3.55345 -40.59074 0.0 -0.1 -0.1 0.32
H 9.92524 4.03908 -42.30835 -0.4 -0.8 -0.2 0.26
H 6.26061 4.43560 -40.68036 0.2 -0.6 0.2 0.37
H 7.00036 5.01896 -42.13348 0.2 0.2 -0.2 0.25
C -3.54214 -0.52546 -36.87491 -0.7 1.1 -0.1 -0.51
C -2.07232 -0.68246 -36.64294 0.1 0.3 -0.5 -0.51
C -1.51063 -0.46742 -38.06950 0.1 0.3 0.7 -0.47
O -2.54138 0.21040 -38.84823 0.1 -1.0 -0.3 -0.32
C -3.56783 0.58637 -37.95168 -0.2 -0.2 1.1 -0.55
H -4.04832 -0.25317 -35.94877 -0.3 0.0 -0.1 0.32
H -4.00458 -1.40594 -37.32099 0.0 -0.1 0.1 0.27
H -1.83765 -1.62244 -36.14347 0.3 0.0 -0.3 0.31
H -1.73400 0.16004 -36.03977 0.0 -0.2 0.3 0.26
H -1.21352 -1.42368 -38.50004 -0.1 0.3 -0.5 0.29
H -0.67601 0.22854 -37.98481 0.3 -0.3 -0.4 0.30
H -4.57587 0.68779 -38.35376 0.2 -0.3 -0.8 0.30
H -3.32304 1.58574 -37.59189 0.0 0.1 0.6 0.31
C 8.70231 0.32860 -49.22620 1.0 -0.7 -0.1 -0.55
C 8.01165 -0.29985 -48.00625 -0.3 0.4 -0.2 -0.50
C 8.83997 0.16023 -46.78620 -0.7 0.1 -1.8 -0.31
O 10.04547 0.72687 -47.34646 0.5 0.2 -0.4 -0.44
C 10.18254 0.44851 -48.79691 -2.2 -0.6 1.0 -0.45
H 8.35955 1.32975 -49.48755 -0.3 -0.1 0.3 0.28
H 8.59552 -0.29106 -50.11654 0.0 0.0 -0.1 0.32
H 7.94248 -1.38765 -48.00558 0.1 0.0 -0.5 0.29
H 7.00000 0.10589 -48.00008 -0.1 -0.2 0.4 0.25
H 8.99288 -0.67492 -46.10265 0.6 0.1 0.0 0.26
H 8.17920 0.87290 -46.29264 0.8 0.6 0.4 0.24
H 10.70205 -0.49810 -48.94575 0.2 0.0 0.1 0.27
H 10.64406 1.21871 -49.41488 0.4 0.3 0.9 0.33
C -3.44077 -6.12031 -41.01887 0.4 1.6 1.1 -0.48
C -4.63443 -7.02827 -41.06140 -0.1 -0.6 0.8 -0.51
C -4.63823 -7.32105 -42.50864 -0.6 0.0 -0.9 -0.45
O -4.35940 -6.07244 -43.15400 -0.3 -0.3 -0.3 -0.40
C -3.64721 -5.22054 -42.23619 0.3 -0.9 -0.8 -0.36
H -2.50263 -6.67467 -41.04514 0.0 0.0 -0.3 0.26
H -3.39509 -5.49431 -40.12772 0.0 -0.1 0.2 0.31
H -5.55389 -6.55600 -40.71549 0.0 0.1 -0.1 0.27
H -4.50045 -7.97000 -40.52914 0.0 0.1 0.4 0.31
H -5.58145 -7.73358 -42.86674 0.0 0.2 -0.2 0.30
H -3.87252 -8.07765 -42.67995 0.3 0.0 -0.5 0.27
H -4.20319 -4.29583 -42.08162 -0.3 -0.2 0.4 0.25
H -2.72934 -4.91678 -42.73954 0.3 -0.1 0.2 0.23
```
Positions in Å, forces in eV/Å.

Summary:
Total charge: 0
Relative energy (zero: lowest compared OMol25 entry of this formula, charge and spin): 283.20 kcal/mol
Frontier orbital gap: 4.0236 eV

Entry 2:
Formula: C8H16
Source: the OMol25 dataset
Level of theory: wB97M-V/def2-TZVPD

XYZ file:
```
24
Properties=species:S:1:pos:R:3:forces:R:3:nbo_charge:R:1
C 1.53772 2.22597 0.36859 -0.3 0.7 0.8 -0.42
C 1.81474 0.93270 0.38293 -0.2 0.7 1.7 0.02
C 1.69100 0.07705 1.67950 0.1 0.6 -0.9 -0.64
C 2.18678 0.26347 -0.85445 0.9 -1.5 -0.7 -0.66
H 1.51062 2.82283 -0.55023 0.2 -0.3 0.4 0.20
H 1.27403 2.72487 1.30816 0.0 0.0 -0.4 0.19
H 0.92417 -0.69524 1.50018 0.6 0.5 0.4 0.22
H 1.37367 0.69578 2.53571 0.1 -0.2 -0.4 0.22
H 2.63954 -0.42255 1.93886 -0.3 0.2 -0.2 0.21
H 1.39077 -0.45119 -1.12320 0.7 -0.2 -0.2 0.21
H 3.09999 -0.30363 -0.60735 -0.2 -0.1 -0.5 0.22
H 2.39544 0.90282 -1.72869 -0.2 -0.1 0.6 0.22
C -1.01927 -1.76704 0.41823 0.0 0.8 -0.6 -0.43
C -1.70849 -0.82285 -0.26023 0.2 -1.2 0.8 0.04
C -1.09426 0.44257 -0.83084 0.1 -0.7 -0.4 -0.66
C -3.16521 -1.09400 -0.56431 -0.1 0.5 0.1 -0.64
H -1.49504 -2.67179 0.81355 0.2 0.4 -0.3 0.20
H 0.05895 -1.64838 0.57498 -0.7 -0.4 -0.1 0.18
H 0.00599 0.37148 -0.79916 -1.3 0.3 0.0 0.23
H -1.39891 1.39420 -0.36372 -0.1 -0.6 0.0 0.23
H -1.41613 0.44961 -1.88581 0.2 0.4 0.2 0.21
H -3.75325 -0.22201 -0.23195 -0.1 -0.3 -0.3 0.21
H -3.56086 -1.99544 -0.06683 0.3 0.4 -0.2 0.22
H -3.29199 -1.20922 -1.65392 -0.1 0.1 0.3 0.21
```
Positions in Å, forces in eV/Å.

Summary:
Total charge: 0
Relative energy (zero: lowest compared OMol25 entry of this formula, charge and spin): 30.78 kcal/mol
SMILES: C=C(C)C.C=C(C)C
Frontier orbital gap: 10.1660 eV

Entry 3:
Formula: C5H11NO
Source: the OMol25 dataset
Level of theory: wB97M-V/def2-TZVPD

XYZ file:
```
18
Properties=species:S:1:pos:R:3:forces:R:3:nbo_charge:R:1
C 2.41968 -0.28428 -0.98502 0.0 -0.4 1.6 -0.43
C 1.12189 -0.56033 -0.86298 -1.8 -3.0 -2.8 -0.18
C 0.00654 -0.16144 -0.08513 -1.2 0.8 2.4 -0.32
C -1.31489 -0.67969 -0.15896 0.3 3.5 -3.6 0.24
C -2.40329 -0.03931 0.68222 0.6 -1.5 2.3 -0.66
N -1.84055 -1.11003 -1.46156 3.6 -0.8 2.4 -0.85
H 3.02845 -0.99705 -1.50798 0.2 0.2 -0.6 0.20
H 2.95008 0.29182 -0.22700 -0.2 0.4 -0.4 0.19
H 0.69570 -1.41677 -1.52981 1.4 1.2 0.6 0.16
H 0.33758 0.63765 0.67167 -1.3 -1.5 -0.4 0.19
H -1.93007 0.21788 1.65431 -0.4 -0.3 -0.4 0.22
H -2.80856 0.88117 0.35581 -0.1 1.0 -1.1 0.23
H -3.29704 -0.66995 0.90202 0.9 0.0 -0.2 0.22
H -2.77552 -1.00953 -1.73932 -1.0 0.0 0.0 0.40
H -1.11465 -1.33013 -2.14933 -1.0 0.3 0.3 0.39
O 2.40754 2.50671 2.04896 0.0 -3.5 0.6 -0.93
H 2.95967 1.63775 2.03515 -1.0 2.4 -0.1 0.46
H 1.55747 2.08551 2.35694 1.0 1.1 -0.4 0.46
```
Positions in Å, forces in eV/Å.

Summary:
Total charge: 0
Relative energy (zero: lowest compared OMol25 entry of this formula, charge and spin): 80.05 kcal/mol
SMILES: C=C/C=C(/C)N.O
Frontier orbital gap: 8.0484 eV